Computed, not measured: a 2-piece molecular cluster, C2H2IN overall in a non-equilibrium geometry, with ωB97M-V/def2-TZVPD.

Calculated values
Relative energy (zero: lowest compared OMol25 entry of this formula, charge and spin), eV: 4.252
Lowest unoccupied orbital energy (spin up / spin down), eV: -3.23 / -3.23
F_max, Eh/bohr: 0.0783

```
6
Properties=species:S:1:pos:R:3:forces:R:3:lowdin_charge:R:1
C -0.15389 0.50577 0.15401 2.38 1.06 3.07 -0.309
C -0.35005 -0.78424 -0.44555 -0.04 1.26 0.80 0.006
N -0.09604 0.73581 -1.01073 -0.69 0.85 -1.73 0.161
I 1.47603 2.00117 2.36394 -1.20 -1.01 -1.45 -0.006
H 0.45650 -1.35447 -0.79309 0.69 -1.15 -0.11 0.076
H -1.33255 -1.10403 -0.26857 -1.14 -1.00 -0.58 0.071
```
Positions in Å, forces in eV/Å.